# 1
ORCA calculation (ωB97M-V with the def2-TZVPD basis set) on a structure of composition C18H15B2F8MnN3O6.

Geometry as ORCA input:
```
! RIJCOSX wB97M-V def2-TZVPD def2/J DEFGRID3
* xyz -1 7
Mn -1.923 -0.208 -0.236
B 0.253 0.565 -0.029
F 0.043 -0.022 -1.293
F 1.462 1.163 0.162
F -0.816 1.438 0.067
F 0.003 -0.362 0.967
B -3.387 -0.389 1.749
F -4.257 -0.731 2.743
F -4.061 -0.121 0.608
F -2.674 0.739 2.076
F -2.457 -1.303 1.406
C 0.523 -3.653 7.975
C -0.812 -3.264 7.893
C -1.275 -2.747 6.647
C -0.437 -2.797 5.482
C 0.953 -3.264 5.552
C 1.298 -3.710 6.831
N -0.999 -2.428 4.168
O -0.253 -2.347 3.178
O -2.237 -2.262 4.024
H 0.959 -4.034 8.886
H -1.371 -3.302 8.816
H -2.285 -2.377 6.550
H 1.496 -3.262 4.618
H 2.281 -4.128 6.993
C 0.123 -1.460 -4.140
C 0.929 -0.352 -4.149
C 2.247 -0.425 -4.445
C 2.799 -1.730 -4.661
C 1.944 -2.876 -4.673
C 0.559 -2.755 -4.513
N 4.242 -1.921 -4.912
O 4.827 -1.039 -5.495
O 4.838 -2.964 -4.514
H -0.924 -1.236 -4.002
H 0.451 0.566 -3.837
H 2.922 0.417 -4.450
H 2.314 -3.875 -4.851
H -0.154 -3.557 -4.643
C -0.590 5.215 -0.424
C 0.343 4.319 -0.921
C 0.422 3.988 -2.229
C -0.501 4.507 -3.232
C -1.546 5.301 -2.768
C -1.619 5.562 -1.372
N -0.258 4.200 -4.651
O 0.354 3.216 -4.972
O -0.844 4.881 -5.476
H -0.637 5.375 0.643
H 1.132 4.043 -0.238
H 1.256 3.378 -2.543
H -2.277 5.805 -3.383
H -2.380 6.224 -0.985
*
```

For the HOMO-LUMO gap (alpha / beta), the calculation gives 1.49 / 4.55 eV. As for the energy relative to the best compared isomer or geometry (same formula, charge and spin): 207.8 kJ/mol. As for the expectation value of S²: 12.020. The value obtained for the molecular weight is 597.9 g mol⁻¹. The calculation puts the HOMO energy (alpha / beta) at -1.25 / -4.73 eV. As for the largest force on an atom: 5.322 eV/A. The total energy comes out at -3310.38760 Ha.

=====

# 2
ORCA calculation (ωB97M-V with the def2-TZVPD basis set) on a structure of composition C27H30FN6O4PtS2Se.

Geometry as ORCA input:
```
! RIJCOSX wB97M-V def2-TZVPD def2/J DEFGRID3
* xyz 1 1
Pt -0.760 0.569 -0.349
C 2.129 -0.401 -0.269
N 1.133 0.049 -1.267
C 1.567 1.364 -1.843
C 0.431 2.049 -2.588
N -0.622 2.436 -1.630
C -0.263 3.661 -0.880
C -1.969 2.605 -2.165
C -2.166 3.189 -3.405
C -3.454 3.437 -3.857
C -4.535 3.109 -3.053
C -4.334 2.512 -1.817
C -3.049 2.243 -1.359
S -2.826 1.429 0.203
C 0.961 -0.922 -2.356
C 2.077 -1.467 -2.984
C 1.929 -2.290 -4.086
C 0.656 -2.556 -4.581
C -0.454 -2.029 -3.951
C -0.317 -1.216 -2.820
S -1.764 -0.559 -2.080
H 3.137 -0.409 -0.687
H 1.866 -1.403 0.057
H 2.098 0.285 0.575
H 2.416 1.201 -2.511
H 1.900 1.975 -1.004
H -0.003 1.381 -3.332
H 0.825 2.927 -3.107
H -0.194 4.495 -1.583
H 0.675 3.528 -0.351
H -1.042 3.860 -0.149
H -1.317 3.465 -4.018
H -3.609 3.890 -4.826
H -5.543 3.300 -3.395
H -5.180 2.225 -1.206
H 3.073 -1.232 -2.631
H 2.803 -2.701 -4.573
H 0.532 -3.179 -5.457
H -1.449 -2.235 -4.327
C 0.936 -2.517 2.555
N 0.796 -3.287 1.319
C 1.613 -4.328 0.965
C 1.084 -4.894 -0.146
N -0.052 -4.193 -0.454
C -0.958 -4.543 -1.542
C -0.225 -3.194 0.438
Se -1.672 -2.017 0.534
H 1.997 -2.416 2.774
H 0.447 -3.050 3.369
H 0.472 -1.543 2.439
H 2.482 -4.592 1.541
H 1.410 -5.735 -0.730
H -1.226 -5.594 -1.451
H -0.471 -4.363 -2.494
H -1.849 -3.926 -1.460
F 2.628 -0.845 6.213
C 1.691 0.086 6.011
C 1.661 0.804 4.890
N 0.709 1.774 4.661
C 0.601 2.353 3.342
C 0.129 1.324 2.322
O 0.230 1.726 1.093
O -0.302 0.239 2.675
C -0.305 2.023 5.573
O -1.188 2.825 5.376
N -0.216 1.282 6.736
C 0.697 0.282 7.065
O 0.642 -0.327 8.104
H 2.397 0.658 4.111
H 1.554 2.782 3.029
H -0.133 3.155 3.386
H -0.940 1.465 7.418
*
```

For the HOMO-LUMO gap (alpha / beta), the calculation gives 5.64 / 5.47 eV. As for the energy relative to the best compared isomer or geometry (same formula, charge and spin): 129.7 kJ/mol. The value obtained for the molecular weight is 859.7 g mol⁻¹. The calculation puts the HOMO energy (alpha / beta) at -10.32 / -10.30 eV. As for the largest force on an atom: 1.560 eV/A. The total energy comes out at -5093.23326 Ha.

=====

# 3
ORCA calculation (ωB97M-V with the def2-TZVPD basis set) on a cluster of 8 separate species, C24H70N6O8 in total.

Geometry as ORCA input:
```
! RIJCOSX wB97M-V def2-TZVPD def2/J DEFGRID3
* xyz 0 1
C -1.473 3.411 -5.836
O -1.586 3.484 -4.423
C -0.550 2.622 -3.854
C -0.837 2.589 -2.310
C -0.819 3.978 -1.742
N 0.150 1.822 -1.665
H -2.155 4.139 -6.274
H -1.763 2.487 -6.335
H -0.458 3.670 -6.140
H -0.655 1.619 -4.268
H 0.507 2.843 -3.996
H -1.805 2.139 -2.090
H -1.637 4.549 -2.182
H 0.075 4.518 -2.053
H -0.947 4.083 -0.664
H 0.433 1.081 -2.290
H 0.933 2.460 -1.639
C -1.189 -2.688 0.180
O -2.091 -3.742 0.387
C -1.537 -4.986 0.773
C -2.740 -6.035 0.786
C -2.397 -7.429 1.223
N -3.272 -6.116 -0.612
H -1.680 -1.730 0.009
H -0.687 -2.787 -0.782
H -0.478 -2.566 0.998
H -0.778 -5.287 0.051
H -1.083 -4.895 1.761
H -3.623 -5.730 1.346
H -3.254 -7.996 1.586
H -1.703 -7.412 2.064
H -1.994 -7.986 0.377
H -3.440 -5.127 -0.732
H -2.442 -6.200 -1.181
C 1.425 -0.622 -3.305
O 0.007 -0.508 -3.462
C -0.561 -1.691 -3.956
C -2.066 -1.734 -4.266
C -2.996 -1.647 -3.043
N -2.457 -3.013 -4.925
H 1.897 0.331 -3.066
H 1.947 -0.966 -4.198
H 1.736 -1.324 -2.532
H -0.164 -1.773 -4.968
H -0.242 -2.612 -3.469
H -2.244 -0.950 -5.003
H -4.023 -1.673 -3.407
H -2.765 -0.711 -2.534
H -2.926 -2.443 -2.302
H -2.198 -2.961 -5.899
H -3.442 -3.007 -5.149
C 1.659 2.787 1.694
O 2.680 3.425 2.500
C 3.945 3.210 1.842
C 5.140 3.993 2.443
C 6.307 4.102 1.412
N 5.697 3.298 3.612
H 1.597 3.216 0.694
H 0.655 2.876 2.109
H 1.935 1.747 1.519
H 4.182 2.147 1.862
H 3.857 3.520 0.800
H 4.950 4.943 2.943
H 6.695 3.162 1.018
H 7.123 4.654 1.878
H 5.814 4.635 0.598
H 4.963 3.091 4.274
H 6.383 3.887 4.061
C -4.810 1.518 4.166
O -4.320 1.309 2.826
C -4.249 2.510 2.035
C -3.253 2.249 0.857
C -3.592 0.911 0.116
N -1.850 2.243 1.364
H -4.490 0.714 4.829
H -5.885 1.685 4.097
H -4.275 2.382 4.561
H -5.246 2.720 1.647
H -3.843 3.400 2.516
H -3.302 3.043 0.113
H -4.658 0.822 -0.093
H -3.294 0.060 0.729
H -3.012 0.879 -0.806
H -1.187 2.103 0.616
H -1.627 1.543 2.058
C 2.398 -3.152 0.145
O 2.645 -1.918 0.768
C 2.490 -1.923 2.226
C 3.140 -0.565 2.753
C 4.647 -0.577 2.975
N 2.689 -0.124 4.036
H 2.219 -3.078 -0.928
H 1.468 -3.624 0.460
H 3.212 -3.833 0.398
H 1.436 -2.046 2.475
H 2.990 -2.732 2.759
H 3.018 0.217 2.004
H 5.128 0.358 3.261
H 5.189 -0.857 2.071
H 4.907 -1.328 3.721
H 3.147 0.717 4.358
H 2.867 -0.809 4.756
O -0.305 0.273 3.217
H 0.514 0.289 3.712
H -0.034 0.139 2.309
O 0.357 0.118 0.565
H 0.959 -0.550 0.238
H 0.281 0.745 -0.154
*
```

For the HOMO-LUMO gap, the calculation gives 8.72 eV. As for the energy relative to the best compared isomer or geometry (same formula, charge and spin): 284.4 kJ/mol. The value obtained for the molecular weight is 570.9 g mol⁻¹. The calculation puts the HOMO energy at -8.31 eV. As for the largest force on an atom: 2.932 eV/A. Its SMILES is COC[C@H](C)N.COC[C@H](C)N.COC[C@H](C)N.COC[C@H](C)N.COC[C@H](C)N.COC[C@H](C)N.O.O. The total energy comes out at -1886.66219 Ha.

=====

# 4
ORCA calculation (ωB97M-V with the def2-TZVPD basis set) on a structure of composition C35H33BF2N3O2PSSeTc.

Geometry as ORCA input:
```
! RIJCOSX wB97M-V def2-TZVPD def2/J DEFGRID3
* xyz 0 4
Tc -2.067 -0.410 0.228
N -1.176 -3.634 3.168
C -1.465 -2.520 2.447
S -1.272 -2.591 0.682
N -1.946 -1.469 2.992
N -2.161 -0.398 2.215
C -3.437 -0.059 1.845
C -3.849 1.357 2.004
C -4.789 1.728 2.965
C -5.177 3.045 3.122
C -4.638 4.023 2.303
C -3.725 3.680 1.320
C -3.323 2.362 1.188
O -2.464 1.971 0.137
H -0.539 -4.279 2.733
H -1.067 -3.483 4.158
H -4.224 -0.766 2.141
H -5.204 0.959 3.596
H -5.901 3.316 3.877
H -4.938 5.054 2.398
H -3.342 4.430 0.646
C 6.033 -0.754 6.174
C 4.869 -0.530 5.256
C 5.032 0.236 4.113
C 3.992 0.467 3.232
C 4.238 1.308 2.019
C 2.733 -0.093 3.496
Se 1.306 0.216 2.266
C 2.540 -0.852 4.656
C 1.203 -1.427 5.027
C 3.613 -1.060 5.515
H 6.929 -0.286 5.773
H 6.230 -1.816 6.300
H 5.839 -0.330 7.158
H 6.003 0.669 3.907
H 5.248 1.713 2.026
H 3.528 2.135 1.988
H 4.106 0.702 1.123
H 0.457 -1.211 4.265
H 0.867 -0.987 5.966
H 1.271 -2.508 5.159
H 3.458 -1.643 6.415
F -1.231 3.956 -0.203
B -1.608 2.735 -0.525
F -1.106 2.286 -1.666
O -1.790 -0.534 -1.864
P -0.875 -0.559 -3.046
C -1.599 0.458 -4.364
C -2.639 1.307 -4.011
C -3.110 2.243 -4.910
C -2.540 2.333 -6.170
C -1.536 1.454 -6.544
C -1.068 0.512 -5.647
C 0.750 0.152 -2.673
C 1.661 0.451 -3.678
C 2.809 1.157 -3.374
C 3.043 1.581 -2.075
C 2.152 1.251 -1.069
C 1.016 0.525 -1.364
C -0.652 -2.258 -3.660
C 0.454 -2.997 -3.262
C 0.595 -4.307 -3.685
C -0.370 -4.879 -4.498
C -1.488 -4.151 -4.874
C -1.630 -2.839 -4.456
H -3.060 1.224 -3.019
H -3.911 2.908 -4.623
H -2.882 3.087 -6.862
H -1.111 1.509 -7.536
H -0.294 -0.182 -5.943
H 1.473 0.137 -4.694
H 3.521 1.383 -4.154
H 3.921 2.167 -1.843
H 2.327 1.553 -0.050
H 0.323 0.254 -0.571
H 1.200 -2.539 -2.628
H 1.458 -4.880 -3.379
H -0.253 -5.897 -4.835
H -2.248 -4.607 -5.493
H -2.495 -2.260 -4.751
*
```

For the HOMO-LUMO gap (alpha / beta), the calculation gives 4.59 / 3.99 eV. As for the energy relative to the best compared isomer or geometry (same formula, charge and spin): 297.0 kJ/mol. As for the expectation value of S²: 3.791. The value obtained for the molecular weight is 816.5 g mol⁻¹. The calculation puts the HOMO energy (alpha / beta) at -5.20 / -5.18 eV. As for the largest force on an atom: 2.576 eV/A. The total energy comes out at -5114.75744 Ha.

=====

Among the records above, which one has the highest molecular weight? C27H30FN6O4PtS2Se

=====

energy relative to the best compared isomer or geometry (same formula, charge and spin) of number 4 (C35H33BF2N3O2PSSeTc)? 297.0 kJ/mol

=====

Copy entry 1 word for word.
ORCA calculation (ωB97M-V with the def2-TZVPD basis set) on a structure of composition C18H15B2F8MnN3O6.

Geometry as ORCA input:
```
! RIJCOSX wB97M-V def2-TZVPD def2/J DEFGRID3
* xyz -1 7
Mn -1.923 -0.208 -0.236
B 0.253 0.565 -0.029
F 0.043 -0.022 -1.293
F 1.462 1.163 0.162
F -0.816 1.438 0.067
F 0.003 -0.362 0.967
B -3.387 -0.389 1.749
F -4.257 -0.731 2.743
F -4.061 -0.121 0.608
F -2.674 0.739 2.076
F -2.457 -1.303 1.406
C 0.523 -3.653 7.975
C -0.812 -3.264 7.893
C -1.275 -2.747 6.647
C -0.437 -2.797 5.482
C 0.953 -3.264 5.552
C 1.298 -3.710 6.831
N -0.999 -2.428 4.168
O -0.253 -2.347 3.178
O -2.237 -2.262 4.024
H 0.959 -4.034 8.886
H -1.371 -3.302 8.816
H -2.285 -2.377 6.550
H 1.496 -3.262 4.618
H 2.281 -4.128 6.993
C 0.123 -1.460 -4.140
C 0.929 -0.352 -4.149
C 2.247 -0.425 -4.445
C 2.799 -1.730 -4.661
C 1.944 -2.876 -4.673
C 0.559 -2.755 -4.513
N 4.242 -1.921 -4.912
O 4.827 -1.039 -5.495
O 4.838 -2.964 -4.514
H -0.924 -1.236 -4.002
H 0.451 0.566 -3.837
H 2.922 0.417 -4.450
H 2.314 -3.875 -4.851
H -0.154 -3.557 -4.643
C -0.590 5.215 -0.424
C 0.343 4.319 -0.921
C 0.422 3.988 -2.229
C -0.501 4.507 -3.232
C -1.546 5.301 -2.768
C -1.619 5.562 -1.372
N -0.258 4.200 -4.651
O 0.354 3.216 -4.972
O -0.844 4.881 -5.476
H -0.637 5.375 0.643
H 1.132 4.043 -0.238
H 1.256 3.378 -2.543
H -2.277 5.805 -3.383
H -2.380 6.224 -0.985
*
```

For the HOMO-LUMO gap (alpha / beta), the calculation gives 1.49 / 4.55 eV. As for the energy relative to the best compared isomer or geometry (same formula, charge and spin): 207.8 kJ/mol. As for the expectation value of S²: 12.020. The value obtained for the molecular weight is 597.9 g mol⁻¹. The calculation puts the HOMO energy (alpha / beta) at -1.25 / -4.73 eV. As for the largest force on an atom: 5.322 eV/A. The total energy comes out at -3310.38760 Ha.